Record 1
18
Properties=species:S:1:pos:R:3 method="wB97M-V/def2-TZVPD" mol_weight_g_mol=118.14 smiles="[H]/N=N/N(C)N.CC=O" fmax_ev_per_a=1.8 energy_ha=-414.46600
H -0.294 -3.004 -0.321
O 0.846 1.592 1.425
H -2.906 1.262 -0.296
H 2.546 0.436 -0.086
H -0.213 -1.815 -1.648
C -0.081 -1.961 -0.572
H 0.950 -1.716 -0.299
C 0.913 1.777 0.215
N -0.868 -1.057 1.552
H 0.199 2.443 -0.299
N -2.367 0.568 0.232
C 1.962 1.160 -0.659
N -1.686 -0.156 -0.518
N -0.987 -1.105 0.160
H 1.477 0.650 -1.495
H 2.619 1.944 -1.041
H -0.312 -0.218 1.765
H -1.801 -0.801 1.884

---

Record 2
18
Properties=species:S:1:pos:R:3 method="wB97M-V/def2-TZVPD" mol_weight_g_mol=134.21 smiles="[H]/N=C(/NNC)N(C)S" fmax_ev_per_a=1.2 energy_ha=-737.45458
N 1.838 0.496 0.673
H -2.044 1.920 -0.562
H 2.360 -1.291 -0.456
H -2.506 -0.984 1.429
N -1.025 2.064 -0.539
C 2.790 -0.473 0.126
H -3.025 -0.061 0.016
C -2.277 -0.093 0.805
H 1.268 1.993 -0.583
H -2.377 0.788 1.453
C -0.359 1.020 -0.217
H 3.354 -0.909 0.963
S -0.499 -1.666 -0.406
N -0.910 -0.181 0.323
H -1.172 -1.581 -1.596
H 3.540 0.060 -0.512
N 1.013 1.041 -0.358
H 1.248 0.061 1.363

---

Let's list ΔE to the lowest compared entry with this formula, charge and spin in order: 92.4 13.9 kcal per mole.